Entry 1:
{
  "formula": "C6H15O2P",
  "method": "wB97M-V/def2-TZVPD",
  "fmax_ev_per_a": 0.146,
  "e_lumo_ev": 0.96,
  "homo_ev": -8.764,
  "smiles": "COCCOCP(C)C",
  "energy_ha": -729.3919,
  "de_lowest_kj_mol": 347.0,
  "species": ["C", "O", "C", "C", "O", "C", "P", "C", "C", "H", "H", "H", "H", "H", "H", "H", "H", "H", "H", "H", "H", "H", "H", "H"],
  "xyz": [[0.13, 2.40, 2.90], [-0.41, 3.01, 1.75], [-0.70, 2.10, 0.71], [0.52, 1.88, -0.17], [0.32, 0.88, -1.15], [0.47, -0.44, -0.65], [0.31, -1.64, -2.06], [1.06, -3.09, -1.22], [-1.47, -2.07, -1.88], [0.32, 3.18, 3.63], [-0.58, 1.68, 3.32], [1.07, 1.88, 2.69], [-1.51, 2.54, 0.12], [-1.06, 1.15, 1.11], [1.39, 1.62, 0.45], [0.75, 2.80, -0.71], [-0.27, -0.66, 0.12], [1.47, -0.55, -0.20], [0.57, -3.34, -0.27], [1.01, -3.96, -1.88], [2.12, -2.89, -1.02], [-1.72, -2.38, -0.86], [-2.08, -1.22, -2.16], [-1.72, -2.89, -2.56]]
}

Entry 2:
{
  "formula": "C24H18F5GdOS",
  "method": "wB97M-V/def2-TZVPD",
  "fmax_ev_per_a": 2.553,
  "e_lumo_ev": [-2.66, 0.16],
  "multiplicity": 8,
  "homo_ev": [-5.945, -7.739],
  "energy_ha": -2663.6007,
  "de_lowest_kj_mol": 0.0,
  "species": ["C", "C", "C", "H", "C", "C", "H", "H", "H", "H", "C", "C", "C", "H", "C", "C", "H", "H", "H", "H", "Gd", "O", "C", "C", "H", "H", "H", "H", "C", "C", "C", "H", "C", "H", "C", "H", "C", "H", "F", "C", "C", "F", "C", "F", "C", "S", "C", "F", "C", "F"],
  "xyz": [[0.47, -1.73, 1.21], [-0.83, -2.15, 0.79], [-0.71, -2.74, -0.50], [-1.71, -2.14, 1.44], [0.66, -2.67, -0.88], [1.39, -2.02, 0.17], [2.47, -1.86, 0.18], [0.68, -1.34, 2.20], [-1.47, -3.33, -1.03], [1.10, -3.22, -1.73], [-0.90, 2.56, -0.02], [-0.67, 1.73, 1.11], [0.73, 1.46, 1.19], [-1.40, 1.49, 1.88], [1.36, 2.12, 0.08], [0.34, 2.81, -0.65], [0.49, 3.53, -1.48], [-1.85, 3.06, -0.29], [1.22, 0.95, 2.01], [2.43, 2.16, -0.13], [-0.08, -0.08, -0.80], [-0.19, -0.21, -3.58], [-1.35, -0.80, -4.23], [-0.09, -0.94, -5.00], [-1.73, -1.68, -3.72], [-2.08, -0.07, -4.60], [0.47, -1.87, -4.91], [0.90, -1.91, -7.31], [0.61, -0.86, -7.40], [0.11, -0.20, -6.24], [-0.31, 1.14, -6.39], [-0.72, 1.67, -5.53], [-0.16, 1.81, -7.62], [-0.46, 2.87, -7.70], [0.34, 1.13, -8.73], [0.43, 1.65, -9.69], [0.71, -0.23, -8.63], [1.06, -0.77, -9.51], [-2.65, 3.07, 8.44], [-2.28, 2.30, 7.40], [-1.53, 2.85, 6.35], [-1.18, 4.16, 6.40], [-1.20, 2.05, 5.26], [-0.38, 2.57, 4.30], [-1.66, 0.71, 5.12], [-1.44, -0.23, 3.77], [-2.41, 0.19, 6.23], [-2.82, -1.10, 6.19], [-2.72, 0.96, 7.35], [-3.45, 0.44, 8.35]]
}

Entry 3:
{
  "formula": "Cl2O2",
  "method": "wB97M-V/def2-TZVPD",
  "fmax_ev_per_a": 3.250,
  "e_lumo_ev": [-3.73, -3.89],
  "homo_ev": [-9.149, -9.165],
  "energy_ha": -1070.5663,
  "de_lowest_kj_mol": 200.5,
  "species": ["O", "O", "Cl", "Cl"],
  "xyz": [[-1.56, 0.17, 0.12], [0.76, 0.48, -0.37], [-1.16, -0.01, 1.63], [1.31, -0.14, -1.63]]
}

Entry 4:
{
  "formula": "C22H17N3O5",
  "method": "wB97M-V/def2-TZVPD",
  "fmax_ev_per_a": 5.303,
  "e_lumo_ev": -0.66,
  "homo_ev": -8.968,
  "smiles": "O=C(O)/C=C/C(=O)NNC(=O)c1ccc(-c2ccccc2Oc2ccccc2)cn1",
  "energy_ha": -1388.8836,
  "de_lowest_kj_mol": 260.5,
  "species": ["O", "O", "O", "N", "O", "O", "C", "C", "C", "C", "C", "C", "C", "C", "C", "C", "C", "C", "C", "C", "C", "C", "C", "C", "C", "C", "C", "C", "N", "N", "H", "H", "H", "H", "H", "H", "H", "H", "H", "H", "H", "H", "H", "H", "H", "H", "H"],
  "xyz": [[4.59, -3.61, 3.85], [1.27, 0.85, 5.46], [0.84, 3.66, 2.22], [0.44, 0.35, 1.17], [2.97, -4.04, 5.49], [-0.44, -1.16, -2.55], [3.64, -3.28, 4.50], [1.97, 0.19, 4.69], [1.10, 2.49, 2.13], [3.26, -1.93, 4.14], [2.41, -1.17, 4.84], [-0.37, -0.39, 0.34], [0.26, 1.69, 1.27], [-0.86, 2.28, 0.65], [0.68, 2.34, -4.68], [-0.62, 2.10, -4.30], [1.69, 1.36, -4.45], [-4.01, -2.08, -2.76], [-4.64, -1.43, -1.79], [-1.01, 0.84, -3.78], [1.34, 0.16, -3.74], [-2.61, -2.14, -3.00], [-1.68, 1.63, -0.14], [-3.86, -0.61, -1.03], [-0.04, -0.08, -3.36], [-1.76, -1.30, -2.28], [-1.53, 0.25, -0.21], [-2.43, -0.59, -1.17], [2.36, 0.72, 3.51], [2.14, 2.10, 3.02], [2.13, -3.54, 5.66], [3.74, -1.57, 3.24], [1.93, -1.72, 5.77], [-0.31, -1.46, 0.42], [-1.03, 3.27, 0.83], [1.04, 3.33, -5.09], [-1.37, 2.87, -4.56], [2.74, 1.52, -4.71], [-4.66, -2.74, -3.25], [-5.69, -1.59, -1.56], [-2.07, 0.63, -3.73], [1.98, -0.50, -3.35], [-2.15, -2.81, -3.77], [-2.61, 2.17, -0.41], [-4.15, -0.13, -0.13], [2.96, 0.15, 2.99], [2.39, 2.90, 3.63]]
}

Entry 5:
{
  "formula": "C24H17Cl5FeNO3SSi",
  "method": "wB97M-V/def2-TZVPD",
  "fmax_ev_per_a": 0.855,
  "e_lumo_ev": [-0.82, -3.58],
  "multiplicity": 6,
  "homo_ev": [-7.514, -7.513],
  "energy_ha": -5457.4732,
  "de_lowest_kj_mol": 147.4,
  "species": ["Fe", "Cl", "C", "C", "C", "Cl", "C", "Cl", "C", "Cl", "C", "Cl", "C", "C", "C", "C", "C", "C", "Si", "C", "C", "C", "C", "C", "C", "H", "H", "H", "H", "H", "H", "H", "H", "H", "H", "H", "N", "C", "C", "C", "C", "C", "C", "S", "O", "O", "O", "H", "H", "H", "H", "H", "H"],
  "xyz": [[-0.33, -0.09, 0.37], [-3.09, 2.27, -0.51], [-1.49, 2.45, -1.16], [-0.50, 1.60, -0.72], [0.76, 1.79, -1.23], [1.95, 0.61, -0.65], [1.11, 2.78, -2.13], [2.73, 2.97, -2.65], [0.08, 3.61, -2.58], [0.44, 4.84, -3.71], [-1.22, 3.44, -2.11], [-2.48, 4.44, -2.69], [-3.63, -2.44, 3.83], [-3.65, -1.52, 2.79], [-2.49, -0.83, 2.47], [-1.30, -1.03, 3.18], [-1.30, -1.97, 4.22], [-2.46, -2.67, 4.53], [0.21, 0.00, 2.80], [-0.03, 1.76, 3.33], [-0.98, 2.59, 2.72], [-1.16, 3.90, 3.14], [-0.38, 4.40, 4.18], [0.56, 3.59, 4.80], [0.74, 2.28, 4.37], [-4.53, -2.98, 4.08], [-4.57, -1.33, 2.24], [-2.53, -0.10, 1.65], [-0.39, -2.15, 4.78], [-2.45, -3.39, 5.34], [1.35, -0.55, 3.56], [-1.59, 2.23, 1.90], [-1.89, 4.53, 2.66], [-0.51, 5.42, 4.51], [1.17, 3.98, 5.61], [1.48, 1.66, 4.86], [-0.90, -1.93, -0.47], [-1.15, -1.88, -1.91], [-2.33, -2.39, -2.42], [-2.57, -2.33, -3.78], [-1.62, -1.77, -4.63], [-0.44, -1.26, -4.11], [-0.20, -1.31, -2.74], [-1.94, -1.71, -6.40], [-0.69, -1.26, -6.96], [-2.30, -3.08, -6.71], [-3.04, -0.76, -6.48], [-1.69, -2.35, 0.02], [-0.09, -2.51, -0.27], [-3.06, -2.84, -1.75], [-3.48, -2.72, -4.20], [0.28, -0.83, -4.80], [0.72, -0.92, -2.33]]
}

Entry 6:
{
  "formula": "C3H6N2S3",
  "method": "wB97M-V/def2-TZVPD",
  "fmax_ev_per_a": 4.971,
  "e_lumo_ev": -0.50,
  "homo_ev": -8.348,
  "energy_ha": -1421.7141,
  "de_lowest_kj_mol": 746.9,
  "species": ["C", "C", "C", "H", "H", "H", "H", "H", "H", "N", "N", "S", "S", "S"],
  "xyz": [[1.41, -0.23, 1.11], [0.79, 0.16, -2.21], [-1.16, -0.19, 0.78], [2.37, -1.10, 0.16], [0.70, -1.14, 2.21], [2.02, 1.13, 1.55], [0.74, -0.92, -1.81], [-2.18, 1.30, -0.30], [-3.12, 0.00, 0.80], [0.16, 0.26, 0.41], [-2.23, 0.47, 0.26], [0.64, 1.37, -0.90], [1.07, 0.60, -3.67], [-1.21, -1.70, 1.61]]
}